--- a ---
C16H9Co2N2O6 as an isolated structure, computed with ωB97M-V/def2-TZVPD.

Computed properties:
HOMO energy in eV: -3.55
Kohn-Sham gap in eV: 5.9
Molecular weight in g mol⁻¹: 443.12
Total charge: -1

Last column: Mulliken charge in e.
Element x y z (Å)
C (2.51, -0.82, 0.51)  -0.524
C (1.21, -0.79, 1.04)  -0.436
C (0.53, 0.42, 1.04)  0.145
C (1.14, 1.58, 0.49)  0.554
C (2.42, 1.57, -0.02)  -0.861
C (3.10, 0.35, -0.01)  -0.289
N (0.19, 2.60, 0.65)  -0.085
C (-0.91, 2.07, 1.27)  -0.422
N (-0.72, 0.78, 1.52)  -0.350
H (3.07, -1.75, 0.49)  0.359
H (0.71, -1.67, 1.46)  0.437
H (2.84, 2.50, -0.41)  0.326
H (4.12, 0.29, -0.41)  0.348
H (0.29, 3.57, 0.37)  0.193
H (-1.78, 2.67, 1.49)  0.426
O (-5.39, -3.33, 1.22)  -0.428
C (-5.58, -2.81, 2.24)  0.110
Co (-5.77, -2.04, 3.79)  0.364
C (-6.37, -0.42, 3.48)  -0.065
O (-6.78, 0.64, 3.26)  -0.363
C (-6.94, -2.85, 4.80)  0.080
O (-7.71, -3.39, 5.46)  -0.397
C (-4.02, -2.30, 4.68)  0.193
C (-3.11, -1.39, 4.07)  -0.351
C (-2.45, -1.20, 2.93)  -0.634
Co (-3.71, -0.84, 5.64)  0.165
C (-4.00, 0.94, 5.50)  0.127
O (-4.26, 2.05, 5.68)  -0.377
C (-2.12, -0.95, 6.50)  0.097
O (-1.17, -1.06, 7.15)  -0.378
C (-4.83, -1.24, 6.95)  0.318
O (-5.56, -1.52, 7.79)  -0.358
H (-3.81, -3.35, 4.93)  0.545
H (-1.82, -0.33, 2.78)  0.336
H (-2.57, -1.88, 2.07)  0.196

--- b ---
C16H9Co2N2O6 as an isolated structure, computed with ωB97M-V/def2-TZVPD.

Computed properties:
HOMO energy in eV: -3.20
Kohn-Sham gap in eV: 5.6
Molecular weight in g mol⁻¹: 443.12
Total charge: -1

Last column: Mulliken charge in e.
Element x y z (Å)
C (0.02, 0.58, 2.44)  -0.554
N (0.91, 1.57, 2.93)  0.511
N (1.90, 1.89, 3.38)  -0.779
C (-1.39, 0.96, 2.60)  1.036
C (-2.40, -0.03, 2.70)  -0.415
C (-3.74, 0.34, 2.90)  -0.545
C (-4.07, 1.71, 2.98)  -0.380
C (-3.07, 2.69, 2.89)  -0.554
C (-1.74, 2.32, 2.67)  -0.417
H (0.21, -0.46, 2.72)  0.556
H (-2.11, -1.10, 2.75)  0.270
H (-4.52, -0.44, 2.99)  0.323
H (-5.12, 2.00, 3.03)  0.332
H (-3.32, 3.75, 2.99)  0.341
H (-0.97, 3.08, 2.72)  0.274
O (-1.03, 1.11, -4.13)  -0.359
C (-0.18, 0.38, -3.93)  0.509
Co (1.14, -0.78, -3.59)  -0.098
C (0.09, -2.14, -3.16)  0.094
O (-0.56, -3.06, -2.86)  -0.389
C (1.44, -0.94, -5.34)  0.229
O (1.60, -1.09, -6.46)  -0.375
C (1.54, 0.34, -1.88)  -0.756
C (1.29, -0.06, -0.61)  0.001
C (0.44, 0.06, 0.47)  -0.220
Co (2.52, -1.09, -1.41)  0.039
C (1.93, -2.57, -0.64)  0.170
O (1.56, -3.53, -0.13)  -0.382
C (4.21, -1.12, -0.77)  0.160
O (5.32, -1.30, -0.53)  -0.392
C (2.94, -1.88, -3.08)  0.252
O (3.63, -2.57, -3.71)  -0.471
H (1.63, 1.38, -2.16)  0.624
H (0.13, -0.95, 0.83)  0.159
H (-0.23, 0.95, 0.43)  0.210

Most stable to least stable: a, b

--- a ---
An isolated ion of composition C3H5N2O2S and charge +1, computed with ωB97M-V/def2-TZVPD.

Computed properties:
HOMO energy (spin up / spin down) in eV: -14.31 / -14.31
Kohn-Sham gap (spin up / spin down) in eV: 7.9 / 7.9
Molecular weight in g mol⁻¹: 133.15
Total charge: +1

Last column: Mulliken charge in e.
Element x y z (Å)
C (0.27, 1.11, -0.16)  0.132
C (-0.76, 0.21, -0.25)  -0.140
C (0.74, -1.81, 0.44)  -0.380
N (-2.19, 0.43, 0.09)  0.995
N (1.53, 0.86, -0.46)  -0.394
O (-2.62, 1.53, 0.13)  -0.514
O (-2.78, -0.63, 0.20)  -0.589
S (-0.61, -1.56, -0.41)  0.227
H (-0.07, 1.99, 0.22)  0.470
H (1.14, -2.79, 0.47)  0.311
H (1.31, -1.04, 1.02)  0.367
H (2.20, 1.59, -0.22)  0.247
H (1.83, 0.11, -1.07)  0.268

--- b ---
C3H5N2O2S as an isolated structure, computed with ωB97M-V/def2-TZVPD.

Computed properties:
HOMO energy in eV: -13.79
Kohn-Sham gap in eV: 9.6
Molecular weight in g mol⁻¹: 133.15
Total charge: +1

Last column: Mulliken charge in e.
Element x y z (Å)
C (0.00, 1.40, 1.72)  0.885
C (0.51, -1.48, -1.09)  0.289
C (-1.11, 1.94, 2.07)  -0.935
N (-0.05, -0.62, -0.22)  -0.219
N (0.03, -2.21, -2.07)  -0.324
O (1.10, 1.10, 1.45)  -0.462
O (1.95, 0.73, -1.15)  -0.404
S (1.63, -0.26, -0.19)  0.684
H (-1.50, 1.60, 3.02)  0.276
H (-1.43, 2.84, 1.74)  0.351
H (-0.95, -0.11, -0.27)  0.313
H (0.71, -2.87, -2.59)  0.295
H (-0.88, -2.06, -2.42)  0.252

Most stable to least stable: b, a